#i
Molecular formula: C4H11N2
Method: DFT, the ωB97M-V functional and the def2-TZVPD basis

The geometry in XYZ format:
```
17
Properties=species:S:1:pos:R:3:nbo_charge:R:1
C -1.274 -1.290 -0.344 -0.329
C -0.555 -0.263 -0.732 0.119
N 0.078 -0.264 -2.093 -0.698
C -0.244 0.950 0.101 -0.475
C 0.928 0.720 1.054 -0.210
N 0.612 -0.303 2.030 -0.832
H -1.765 -1.139 0.607 0.248
H -1.469 -2.212 -0.873 0.232
H 0.621 -1.121 -2.216 0.454
H 0.720 0.524 -2.175 0.447
H -0.669 -0.168 -2.779 0.455
H -0.177 1.855 -0.500 0.229
H -1.118 1.134 0.722 0.245
H 1.774 0.331 0.472 0.175
H 1.318 1.667 1.427 0.201
H 1.376 -0.443 2.681 0.382
H -0.154 0.021 2.617 0.357
```

As for the LUMO energy: -3.67 eV. The HOMO-LUMO gap comes out at 9.50 eV. The SMILES is C=C([NH3+])CCN. The calculation puts the HOMO energy at -13.175 eV. The total charge is +1. As for the spin multiplicity: 1.

=====

#ii
Molecular formula: C4H11N2
Method: DFT, the ωB97M-V functional and the def2-TZVPD basis

The geometry in XYZ format:
```
17
Properties=species:S:1:pos:R:3:nbo_charge:R:1
C 0.369 -0.323 -0.546 0.619
C 0.821 -0.109 -1.803 -0.824
C 2.480 -0.436 0.418 -0.423
C -2.554 -0.147 1.152 -0.503
N 1.039 -0.636 0.464 -0.514
N -2.277 0.412 -0.114 -0.393
H 1.767 -0.496 -2.080 0.269
H -0.063 -0.474 -2.518 0.312
H 0.856 1.027 -1.866 0.316
H 2.860 -1.458 0.447 0.238
H 2.674 -0.010 -0.553 0.216
H 2.841 0.227 1.168 0.249
H -3.677 0.223 1.321 0.267
H -1.952 0.404 1.914 0.208
H -2.626 -1.183 1.263 0.211
H 0.661 -0.965 1.321 0.440
H -2.672 -0.133 -0.807 0.312
```

As for the LUMO energy (alpha / beta): -4.26 / -5.81 eV. The HOMO-LUMO gap (alpha / beta) comes out at 9.88 / 7.70 eV. The calculation puts the HOMO energy (alpha / beta) at -14.143 / -13.504 eV. The total charge is +1. As for the spin multiplicity: 1.

=====

#iii
Molecular formula: C4H11N2
Method: DFT, the ωB97M-V functional and the def2-TZVPD basis

The geometry in XYZ format:
```
17
Properties=species:S:1:pos:R:3:nbo_charge:R:1
C -0.507 -0.434 -2.297 -0.632
C -0.380 -0.397 -0.785 -0.240
C -1.917 -1.231 0.937 0.135
N -1.294 -1.368 -0.158 -0.370
H -0.420 -1.453 -2.676 0.224
H -1.429 0.035 -2.629 0.238
H 0.335 0.103 -2.729 0.260
H 0.626 -0.664 -0.461 0.238
H -0.602 0.583 -0.362 0.236
H -2.509 -2.056 1.313 0.237
H -1.871 -0.297 1.483 0.231
H -1.404 -2.244 -0.662 0.439
C 1.750 1.343 1.581 -0.081
N 2.386 2.276 1.014 -0.543
H 0.990 1.618 2.310 0.163
H 1.909 0.284 1.370 0.130
H 3.088 1.877 0.398 0.333
```

As for the LUMO energy: -5.34 eV. The HOMO-LUMO gap comes out at 7.94 eV. The calculation puts the HOMO energy at -13.282 eV. The total charge is +1. As for the spin multiplicity: 1.

=====

Stability summary: most stable #i, least stable #ii.

=====

#i
Molecular formula: C4H11N2
Method: DFT, the ωB97M-V functional and the def2-TZVPD basis

The geometry in XYZ format:
```
17
Properties=species:S:1:pos:R:3:nbo_charge:R:1
C -2.734 0.234 0.842 -0.430
C -0.923 1.850 0.879 0.125
N -1.361 0.692 0.620 -0.388
H -2.716 -0.565 1.580 0.250
H -3.130 -0.140 -0.100 0.249
H -3.335 1.063 1.202 0.233
H -1.590 2.599 1.291 0.223
H 0.114 2.083 0.682 0.240
H -0.669 0.038 0.214 0.464
C 1.451 0.287 -0.683 -0.652
C 1.604 -0.941 -1.199 0.068
N 2.171 -2.021 -0.574 -0.787
H 1.891 0.544 0.276 0.200
H 0.953 1.067 -1.242 0.210
H 1.236 -1.158 -2.196 0.207
H 2.798 -1.815 0.191 0.387
H 2.541 -2.729 -1.191 0.399
```

As for the LUMO energy: -4.72 eV. The HOMO-LUMO gap comes out at 7.45 eV. The calculation puts the HOMO energy at -12.174 eV. The total charge is +1. As for the spin multiplicity: 1.

=====

#ii
Molecular formula: C4H11N2
Method: DFT, the ωB97M-V functional and the def2-TZVPD basis

The geometry in XYZ format:
```
17
Properties=species:S:1:pos:R:3:nbo_charge:R:1
C -0.484 1.751 -1.660 -0.616
C 0.973 1.414 -1.109 -0.425
C 0.964 0.611 0.194 -0.236
N 0.187 -0.620 0.177 -0.476
C -0.651 -0.986 1.118 0.406
N -0.966 -2.241 1.370 -0.741
H -1.000 2.406 -0.986 0.216
H -0.382 2.304 -2.619 0.244
H -1.081 0.806 -1.774 0.202
H 1.814 1.125 -1.758 0.231
H 1.366 2.386 -0.806 0.231
H 1.930 0.317 0.381 0.218
H 0.758 1.249 1.000 0.223
H 0.684 -1.462 -0.215 0.418
H -1.193 -0.355 1.774 0.225
H -1.919 -2.426 1.727 0.443
H -0.336 -3.061 1.194 0.436
```

As for the LUMO energy: -3.97 eV. The HOMO-LUMO gap comes out at 11.15 eV. The SMILES is CCCNC=[NH2+]. The calculation puts the HOMO energy at -15.122 eV. The total charge is +1. As for the spin multiplicity: 1.

=====

Stability summary: most stable #ii, least stable #i.

=====

#i
Molecular formula: C4H11N2
Method: DFT, the ωB97M-V functional and the def2-TZVPD basis

The geometry in XYZ format:
```
17
Properties=species:S:1:pos:R:3:nbo_charge:R:1
C -1.228 -2.072 0.614 0.087
N -0.647 -0.996 0.183 -0.415
C -0.610 -0.269 -1.098 -0.237
C -0.234 1.183 -0.964 -0.435
C 1.095 1.305 0.054 -0.225
N 1.064 0.357 1.192 -0.851
H -2.087 -2.446 0.092 0.197
H -0.773 -2.771 1.352 0.228
H 0.155 -0.686 0.849 0.435
H -1.583 -0.512 -1.643 0.238
H 0.255 -0.826 -1.482 0.236
H -1.002 1.907 -0.650 0.235
H 0.101 1.546 -1.984 0.254
H 0.856 2.285 0.504 0.224
H 1.935 1.101 -0.568 0.222
H 2.025 0.093 1.505 0.410
H 0.677 0.801 2.043 0.398
```

As for the LUMO energy: -4.31 eV. The HOMO-LUMO gap comes out at 9.68 eV. The SMILES is C=[NH+]CCCN. The calculation puts the HOMO energy at -13.981 eV. The total charge is +1. As for the spin multiplicity: 1.

=====

#ii
Molecular formula: C4H11N2
Method: DFT, the ωB97M-V functional and the def2-TZVPD basis

The geometry in XYZ format:
```
17
Properties=species:S:1:pos:R:3:nbo_charge:R:1
N 0.131 2.618 -0.776 -0.780
C 0.766 1.466 -0.388 0.043
C 0.429 0.750 0.707 -0.391
C 0.751 -0.688 0.921 -0.464
C -0.012 -1.709 0.047 -0.210
N -1.313 -1.148 -0.554 -0.680
H -0.569 2.909 -0.127 0.382
H 0.693 3.355 -1.175 0.402
H 1.694 1.199 -0.893 0.203
H -0.151 1.316 1.441 0.211
H 1.828 -0.853 0.866 0.250
H 0.453 -1.052 1.911 0.235
H 0.613 -2.237 -0.673 0.241
H -0.404 -2.524 0.668 0.211
H -1.907 -1.976 -0.582 0.434
H -1.185 -0.844 -1.514 0.457
H -1.820 -0.583 0.122 0.455
```

As for the LUMO energy: -3.59 eV. The HOMO-LUMO gap comes out at 8.37 eV. The SMILES is N/C=C/CC[NH3+]. The calculation puts the HOMO energy at -11.958 eV. The total charge is +1. As for the spin multiplicity: 1.

=====

#iii
Molecular formula: C4H11N2
Method: DFT, the ωB97M-V functional and the def2-TZVPD basis

The geometry in XYZ format:
```
17
Properties=species:S:1:pos:R:3:nbo_charge:R:1
C 1.128 0.562 0.460 -0.081
C 1.326 1.775 -0.060 -0.281
C 2.207 -1.574 0.814 0.115
N 2.178 -0.387 0.338 -0.396
H 0.255 0.215 0.992 0.247
H 2.330 2.074 -0.343 0.216
H 0.481 2.370 -0.380 0.254
H 3.120 -2.139 0.674 0.239
H 1.328 -2.007 1.274 0.237
H 2.974 -0.074 -0.215 0.444
C -2.323 0.001 0.029 -0.405
N -2.778 -0.607 -1.229 -0.820
H -1.720 0.910 -0.093 0.143
H -1.730 -0.711 0.610 0.159
H -3.205 0.257 0.610 0.216
H -3.553 -0.064 -1.589 0.367
H -2.018 -0.599 -1.892 0.347
```

As for the LUMO energy: -5.74 eV. The HOMO-LUMO gap comes out at 6.50 eV. The calculation puts the HOMO energy at -12.234 eV. The total charge is +1. As for the spin multiplicity: 1.

=====

Stability summary: most stable #ii, least stable #iii.